{"formula": "C34H33Cl5N2O4Ti", "method": "ωB97M-V/def2-TZVPD", "lumo_energy_ev": [0.190, 0.189], "e_above_lowest_kj_mol": 32.2, "spin_multiplicity": 3, "charge": 0, "energy_ha": -4876.4653, "gap_ev": [5.35, 8.21], "species": ["Ti", "C", "C", "C", "C", "C", "C", "C", "C", "C", "C", "C", "C", "H", "H", "H", "H", "H", "H", "H", "H", "H", "H", "H", "H", "H", "H", "H", "H", "H", "H", "Cl", "C", "C", "Cl", "C", "Cl", "C", "O", "C", "Cl", "C", "Cl", "C", "O", "C", "C", "C", "C", "C", "C", "O", "C", "O", "C", "H", "H", "H", "H", "H", "H", "H", "H", "H", "N", "C", "N", "C", "C", "C", "C", "C", "C", "H", "H", "H", "H", "H", "H"], "positions_angstrom": [[0.443, -0.303, 0.094], [-1.612, -4.027, 2.083], [-2.048, -2.785, 1.351], [-2.519, -1.679, 2.059], [-2.591, -1.757, 3.566], [-2.889, -0.513, 1.373], [-3.296, 0.730, 2.129], [-2.838, -0.492, -0.025], [-3.434, 0.645, -0.814], [-2.271, -1.570, -0.731], [-2.201, -1.470, -2.237], [-1.878, -2.721, -0.038], [-1.231, -3.897, -0.724], [-0.528, -4.031, 2.236], [-1.853, -4.929, 1.523], [-2.081, -4.115, 3.059], [-3.355, -2.470, 3.886], [-2.833, -0.805, 4.024], [-1.643, -2.096, 3.990], [-4.342, 0.707, 2.444], [-3.145, 1.625, 1.529], [-2.692, 0.860, 3.025], [-2.662, 1.262, -1.276], [-4.056, 1.291, -0.202], [-4.064, 0.254, -1.615], [-3.176, -1.678, -2.687], [-1.485, -2.157, -2.677], [-1.914, -0.467, -2.554], [-1.886, -4.772, -0.715], [-0.313, -4.177, -0.203], [-0.979, -3.700, -1.762], [3.740, -2.089, 6.165], [2.895, -2.057, 4.666], [2.077, -0.975, 4.341], [1.905, 0.338, 5.442], [1.403, -0.958, 3.132], [0.379, 0.394, 2.718], [1.510, -2.003, 2.200], [0.861, -1.987, 1.064], [2.333, -3.080, 2.552], [2.477, -4.370, 1.409], [3.017, -3.108, 3.760], [4.022, -4.453, 4.142], [-2.165, 5.744, -1.638], [-0.887, 5.993, -1.094], [-0.152, 4.905, -0.717], [1.143, 5.156, -0.261], [1.942, 4.113, 0.139], [1.530, 2.750, 0.100], [2.458, 1.729, 0.443], [3.825, 2.022, 0.971], [2.200, 0.425, 0.304], [0.181, 2.551, -0.315], [-0.382, 1.313, -0.331], [-0.627, 3.601, -0.733], [-2.557, 6.706, -1.956], [-2.839, 5.310, -0.894], [-2.103, 5.074, -2.501], [1.500, 6.176, -0.226], [2.938, 4.345, 0.486], [4.339, 2.809, 0.417], [4.423, 1.114, 0.906], [3.804, 2.332, 2.023], [-1.640, 3.364, -1.026], [2.642, -1.967, -3.013], [1.886, -1.979, -1.894], [1.046, -0.976, -1.835], [1.283, -0.221, -2.989], [0.698, 0.972, -3.415], [1.142, 1.495, -4.610], [2.143, 0.856, -5.370], [2.731, -0.318, -4.951], [2.277, -0.839, -3.742], [3.367, -2.626, -3.233], [1.978, -2.738, -1.130], [-0.057, 1.467, -2.819], [0.719, 2.422, -4.972], [2.461, 1.305, -6.301], [3.504, -0.805, -5.530]], "lowdin_charge": [0.96, -0.02, -0.19, -0.19, -0.04, -0.19, -0.04, -0.20, -0.04, -0.20, -0.04, -0.19, -0.03, 0.08, 0.08, 0.07, 0.09, 0.06, 0.08, 0.10, 0.07, 0.06, 0.06, 0.07, 0.09, 0.10, 0.06, 0.07, 0.09, 0.07, 0.06, 0.68, -0.71, -0.69, 0.70, -0.53, 0.86, -0.46, -0.24, -0.59, 0.72, -0.69, 0.69, -0.09, -0.08, -0.28, -0.02, -0.02, -0.12, -0.36, -0.03, -0.22, -0.30, -0.24, 0.03, 0.09, 0.09, 0.09, 0.12, 0.10, 0.07, 0.08, 0.09, 0.10, 0.15, -0.12, 0.04, -0.19, 0.01, -0.07, -0.08, -0.02, -0.18, 0.16, 0.12, 0.10, 0.11, 0.10, 0.11]}